DFT (the ωB97M-V functional and the def2-TZVPD basis) results for an isolated molecule of C11H10N6OS2.

HOMO energy in eV: -8.67
HOMO-LUMO gap in eV: 9.04
SMILES: Cn1nnnc1SCC(=O)Nc1nc2ccccc2s1
Calculated total energy in eV: -44227.4495
LUMO in eV: 0.4

Element x y z (Å)
C -3.11947 1.59573 -2.82810
N -2.91345 1.12392 -1.49462
C -1.98133 0.25808 -1.01626
N -2.14447 0.16067 0.28419
N -3.15283 0.95934 0.58627
N -3.61487 1.53652 -0.44740
S -0.79673 -0.56343 -2.00372
C 0.39556 0.82403 -2.25366
C 0.06020 1.98444 -1.35653
O -0.47201 2.99096 -1.77170
N 0.35806 1.86601 -0.02574
C 0.84488 0.78531 0.66164
N 1.34798 -0.27117 0.14764
C 1.72275 -1.17004 1.10463
C 2.28616 -2.41865 0.86704
C 2.61519 -3.21365 1.94493
C 2.39275 -2.78370 3.25070
C 1.83220 -1.54714 3.50917
C 1.49806 -0.74600 2.43248
S 0.78001 0.83963 2.43016
H 1.65485 -1.21268 4.51906
H 2.65926 -3.42635 4.07589
H 3.05143 -4.18638 1.77549
H 2.44875 -2.74120 -0.14862
H 0.05978 2.65284 0.54147
H 1.37390 0.40880 -2.02008
H 0.32888 1.14207 -3.29388
H -2.91473 0.78797 -3.53058
H -4.15159 1.92787 -2.91533
H -2.44919 2.43620 -3.02452

Löwdin population analysis, charges in e, atoms 1 to 8:
1. C -0.020
2. N -0.160
3. C -0.667
4. N 0.032
5. N -0.037
6. N 0.047
7. S 0.976
8. C -0.331